(1)
The following is a quantum chemistry calculation of a cluster of 2 separate species, CH6N2 in total at a distorted geometry, from the OMol25 dataset.

As for the energy above the lowest of the compared OMol25 structures with the same formula, charge and spin: 0.805 eV. The value obtained for the total energy is -151.16938 Ha. The LUMO energy comes out at 1.009 eV. As for the SMILES: C=N.N. The strongest force on any atom is 1.82 eV Å⁻¹.

ORCA input file:
```
! wB97M-V def2-TZVPD RIJCOSX def2/J DEFGRID3
* xyz 0 1
N -1.301 1.123 0.290
H -0.907 0.480 0.938
H -2.305 1.100 0.347
H -0.920 2.049 0.417
C 1.104 -1.302 -0.400
N 1.703 -0.209 -0.516
H 1.518 -2.296 -0.588
H 0.076 -1.492 -0.048
H 1.033 0.547 -0.440
*
```

---

(2)
The following is a quantum chemistry calculation of the molecule CH6N2, from the OMol25 dataset.

As for the energy above the lowest of the compared OMol25 structures with the same formula, charge and spin: 0.024 eV. The value obtained for the total energy is -151.19811 Ha. The LUMO energy comes out at 1.214 eV. As for the SMILES: NCN. The strongest force on any atom is 0.68 eV Å⁻¹.

ORCA input file:
```
! wB97M-V def2-TZVPD RIJCOSX def2/J DEFGRID3
* xyz 0 1
N 0.628 -0.732 0.694
C -0.271 -0.248 -0.371
N -0.193 1.163 -0.573
H 0.493 -1.729 0.837
H 0.357 -0.298 1.573
H 0.031 -0.758 -1.284
H -1.306 -0.543 -0.186
H -0.428 1.677 0.262
H 0.689 1.467 -0.954
*
```

---

(3)
The following is a quantum chemistry calculation of the molecule CH6N2O at a distorted geometry, from the OMol25 dataset.

As for the energy above the lowest of the compared OMol25 structures with the same formula, charge and spin: 5.048 eV. The value obtained for the total energy is -226.28205 Ha. The LUMO energy comes out at 1.095 eV. As for the SMILES: CNON. The strongest force on any atom is 5.76 eV Å⁻¹.

ORCA input file:
```
! wB97M-V def2-TZVPD RIJCOSX def2/J DEFGRID3
* xyz 0 1
C 0.715 -0.204 1.241
N -0.202 0.104 -1.911
N -0.632 -0.023 0.333
O -0.753 -0.772 -0.921
H 0.283 -0.177 2.247
H 1.180 -1.057 0.877
H 1.202 0.756 0.954
H 0.558 0.482 -1.358
H -0.786 0.897 -2.169
H -1.565 -0.005 0.707
*
```

---

(4)
The following is a quantum chemistry calculation of a cluster of 2 separate species, CH6N2O in total at a distorted geometry, from the OMol25 dataset.

As for the energy above the lowest of the compared OMol25 structures with the same formula, charge and spin: 1.334 eV. The value obtained for the total energy is -226.41853 Ha. The LUMO energy comes out at 0.781 eV. As for the SMILES: [H]/N=C/N.O. The strongest force on any atom is 4.83 eV Å⁻¹.

ORCA input file:
```
! wB97M-V def2-TZVPD RIJCOSX def2/J DEFGRID3
* xyz 0 1
N -1.360 -0.598 0.844
C -1.035 -0.435 -0.432
N 0.193 -0.222 -0.824
H -0.849 -0.314 1.705
H -2.335 -0.963 1.105
H -1.813 -0.815 -1.128
H 0.333 -0.732 -1.643
H 1.619 1.110 -0.123
H 3.073 1.251 0.183
O 2.173 1.718 0.312
*
```

---

(5)
The following is a quantum chemistry calculation of a cluster of 2 separate species, CH6N2O in total at a distorted geometry, from the OMol25 dataset.

As for the energy above the lowest of the compared OMol25 structures with the same formula, charge and spin: 4.449 eV. The value obtained for the total energy is -226.30404 Ha. The LUMO energy (spin up / spin down) comes out at 0.745 / 0.745 eV. The strongest force on any atom is 12.68 eV Å⁻¹.

ORCA input file:
```
! wB97M-V def2-TZVPD RIJCOSX def2/J DEFGRID3
* xyz 0 1
C -0.108 0.734 -0.765
N -1.761 -0.118 0.734
N -1.020 -0.171 -0.365
O 2.259 0.105 0.162
H -0.159 1.729 -0.314
H 0.442 0.372 -1.677
H 2.259 0.585 0.828
H -1.740 0.947 0.964
H -1.207 -1.105 -0.736
H 3.135 -0.351 0.126
*
```

---

(6)
The following is a quantum chemistry calculation of a cluster of 2 separate species, CH6N2O in total at a distorted geometry, from the OMol25 dataset.

As for the energy above the lowest of the compared OMol25 structures with the same formula, charge and spin: 5.606 eV. The value obtained for the total energy is -226.26152 Ha. The LUMO energy (spin up / spin down) comes out at -0.173 / 0.763 eV. The strongest force on any atom is 3.18 eV Å⁻¹.

ORCA input file:
```
! wB97M-V def2-TZVPD RIJCOSX def2/J DEFGRID3
* xyz 0 1
C 0.132 0.253 1.608
N 0.015 0.176 0.175
N -0.507 -0.372 -2.046
O 0.028 -1.406 -1.603
H 0.962 0.072 -0.192
H 0.072 0.327 -2.526
H -1.232 0.130 -1.397
H 0.552 -0.697 1.995
H -0.838 0.458 2.064
H 0.817 1.059 1.921
*
```

---

(7)
The following is a quantum chemistry calculation of the molecule CH6N2O2SSi at a distorted geometry, from the OMol25 dataset.

As for the energy above the lowest of the compared OMol25 structures with the same formula, charge and spin: 1.284 eV. The value obtained for the total energy is -989.11626 Ha. The LUMO energy (spin up / spin down) comes out at 0.395 / -4.290 eV. As for the expectation value of S²: 2.01. The strongest force on any atom is 6.82 eV Å⁻¹.

ORCA input file:
```
! wB97M-V def2-TZVPD RIJCOSX def2/J DEFGRID3
* xyz 0 3
C 0.741 -0.403 0.282
N -0.461 0.790 0.294
N 0.442 -1.661 0.119
O 1.938 1.746 -0.116
O 3.154 -0.417 -0.603
Si -2.109 0.552 -0.030
S 2.438 0.316 0.423
H 0.945 1.779 -0.024
H -0.525 -1.941 0.010
H 1.180 -2.343 -0.011
H -2.582 1.934 0.024
H -2.380 -0.062 -1.342
H -2.780 -0.291 0.975
*
```

---

(8)
The following is a quantum chemistry calculation of the molecule CH6N2O3 at a distorted geometry, from the OMol25 dataset.

As for the energy above the lowest of the compared OMol25 structures with the same formula, charge and spin: 1.299 eV. The value obtained for the total energy is -376.85750 Ha. The LUMO energy comes out at 0.637 eV. As for the SMILES: NC(O)(O)NO. The strongest force on any atom is 4.86 eV Å⁻¹.

ORCA input file:
```
! wB97M-V def2-TZVPD RIJCOSX def2/J DEFGRID3
* xyz 0 1
C -0.175 -0.143 -0.220
N 0.478 0.084 1.010
N 1.045 0.351 -1.139
O -0.435 -1.451 -0.501
O -1.260 0.664 -0.393
O -0.672 -0.225 2.060
H -1.085 -1.513 -1.212
H -1.009 1.458 -0.880
H -1.182 0.597 2.048
H 1.079 -0.706 1.228
H 1.779 -0.350 -1.176
H 1.437 1.232 -0.824
*
```

---

(9)
The following is a quantum chemistry calculation of the molecule CH6N2S at a distorted geometry, from the OMol25 dataset.

As for the energy above the lowest of the compared OMol25 structures with the same formula, charge and spin: 2.324 eV. The value obtained for the total energy is -549.30179 Ha. The LUMO energy comes out at 0.954 eV. As for the SMILES: CN(N)S. The strongest force on any atom is 5.02 eV Å⁻¹.

ORCA input file:
```
! wB97M-V def2-TZVPD RIJCOSX def2/J DEFGRID3
* xyz 0 1
C 0.891 0.681 0.363
N -1.184 0.109 -1.056
N -0.294 -0.353 -0.113
S -0.753 -1.293 1.274
H 1.589 -0.027 0.823
H 1.258 0.977 -0.540
H 0.519 1.433 1.096
H -1.256 -0.778 -1.606
H -2.055 0.429 -0.634
H -0.600 -2.540 0.849
*
```

---

(10)
The following is a quantum chemistry calculation of the molecule CH6N2S at a distorted geometry, from the OMol25 dataset.

As for the energy above the lowest of the compared OMol25 structures with the same formula, charge and spin: 2.262 eV. The value obtained for the total energy is -549.30407 Ha. The LUMO energy comes out at 0.985 eV. As for the SMILES: CN(N)S. The strongest force on any atom is 3.40 eV Å⁻¹.

ORCA input file:
```
! wB97M-V def2-TZVPD RIJCOSX def2/J DEFGRID3
* xyz 0 1
C -0.482 1.042 0.160
N -0.093 -1.389 0.177
N 0.234 -0.159 -0.444
S 1.912 0.032 0.067
H -0.141 1.420 1.113
H -0.490 1.823 -0.493
H -1.426 0.628 0.186
H 0.508 -2.129 -0.121
H -0.238 -1.366 1.157
H 2.383 0.823 -0.918
*
```

---

(11)
The following is a quantum chemistry calculation of a cluster of 2 separate species, CH6N2S2 in total at a distorted geometry, from the OMol25 dataset.

As for the energy above the lowest of the compared OMol25 structures with the same formula, charge and spin: 0.674 eV. The value obtained for the total energy is -947.55316 Ha. The LUMO energy comes out at 0.319 eV. As for the SMILES: [H]/N=C/N.SS. The strongest force on any atom is 1.72 eV Å⁻¹.

ORCA input file:
```
! wB97M-V def2-TZVPD RIJCOSX def2/J DEFGRID3
* xyz 0 1
S -0.522 1.605 -0.646
S 0.057 0.506 -2.224
H -1.660 2.159 -1.107
H 1.377 0.827 -2.147
N 1.163 -1.627 1.238
C -0.025 -1.532 1.907
N -0.122 -1.530 3.180
H 1.873 -2.104 1.748
H 1.416 -0.990 0.514
H -0.925 -1.449 1.299
H -1.090 -1.714 3.447
*
```

---

(12)
The following is a quantum chemistry calculation of the molecule CH6N2Si at a distorted geometry, from the OMol25 dataset.

As for the energy above the lowest of the compared OMol25 structures with the same formula, charge and spin: 3.151 eV. The value obtained for the total energy is -440.57067 Ha. The LUMO energy comes out at 0.761 eV. As for the SMILES: [SiH3]C1NN1. The strongest force on any atom is 3.79 eV Å⁻¹.

ORCA input file:
```
! wB97M-V def2-TZVPD RIJCOSX def2/J DEFGRID3
* xyz 0 1
C 0.117 -0.415 0.411
N -0.088 0.611 1.468
N 1.247 0.271 0.940
Si -0.380 -0.020 -1.360
H -0.105 -1.557 0.864
H -0.429 1.399 0.918
H 1.631 -0.351 1.580
H 0.358 -1.045 -2.153
H -0.509 1.497 -1.190
H -1.842 -0.390 -1.477
*
```

---

(13)
The following is a quantum chemistry calculation of a structure of composition CH6N3 at a distorted geometry, from the OMol25 dataset.

As for the energy above the lowest of the compared OMol25 structures with the same formula, charge and spin: 5.441 eV. The value obtained for the total energy is -205.55748 Ha. The LUMO energy comes out at -5.115 eV. The strongest force on any atom is 2.76 eV Å⁻¹.

ORCA input file:
```
! wB97M-V def2-TZVPD RIJCOSX def2/J DEFGRID3
* xyz 1 1
C -0.717 -0.604 0.740
N -1.071 0.717 0.402
N -0.549 -0.051 -0.571
N 1.258 0.213 -0.731
H 0.243 -0.703 1.235
H -1.547 -1.279 0.974
H -1.923 1.250 0.172
H 1.406 -0.841 -0.688
H 1.370 0.759 0.152
H 1.529 0.539 -1.684
*
```

---

(14)
The following is a quantum chemistry calculation of a structure of composition CH6N3O2 at a distorted geometry, from the OMol25 dataset.

As for the energy above the lowest of the compared OMol25 structures with the same formula, charge and spin: 2.316 eV. The value obtained for the total energy is -356.01457 Ha. The LUMO energy comes out at -5.757 eV. The strongest force on any atom is 3.56 eV Å⁻¹.

ORCA input file:
```
! wB97M-V def2-TZVPD RIJCOSX def2/J DEFGRID3
* xyz 1 1
C -0.650 0.122 -0.021
N -1.859 -0.460 0.062
N -0.370 1.427 0.184
N 0.378 -0.778 -0.202
O 2.638 0.154 0.418
O 1.972 -0.133 -0.723
H -2.878 -0.212 0.011
H -1.856 -1.441 -0.100
H -1.066 2.198 0.212
H 0.561 1.627 -0.040
H 0.072 -1.735 -0.493
H 3.059 -0.770 0.690
*
```

---

(15)
The following is a quantum chemistry calculation of a structure of composition CH6N3O2 at a distorted geometry, from the OMol25 dataset.

As for the energy above the lowest of the compared OMol25 structures with the same formula, charge and spin: 1.991 eV. The value obtained for the total energy is -356.02651 Ha. The LUMO energy (spin up / spin down) comes out at -5.506 / -5.507 eV. The strongest force on any atom is 4.51 eV Å⁻¹.

ORCA input file:
```
! wB97M-V def2-TZVPD RIJCOSX def2/J DEFGRID3
* xyz 1 1
C 0.347 0.055 0.073
N 1.605 -0.480 0.075
N 0.039 1.297 0.040
N -0.637 -0.805 -0.001
O -2.955 0.246 -0.360
O -2.179 -0.102 0.601
H 2.397 0.152 -0.156
H 1.651 -1.505 0.220
H 0.768 2.034 -0.102
H -0.939 1.474 -0.164
H -0.521 -1.814 0.331
H -3.448 -0.482 -0.756
*
```

---

(16)
The following is a quantum chemistry calculation of the ion CH6N3OS with charge +1 at a distorted geometry, from the OMol25 dataset.

As for the energy above the lowest of the compared OMol25 structures with the same formula, charge and spin: 3.400 eV. The value obtained for the total energy is -679.01505 Ha. The LUMO energy comes out at -4.133 eV. As for the SMILES: N[C@]1(N[NH3+])OS1. The strongest force on any atom is 4.03 eV Å⁻¹.

ORCA input file:
```
! wB97M-V def2-TZVPD RIJCOSX def2/J DEFGRID3
* xyz 1 1
C -0.780 -0.326 -0.181
N -0.195 -1.058 -1.255
N -0.240 0.952 -0.079
N 1.122 0.851 0.481
O -0.736 -0.992 1.123
S -2.308 -0.604 0.697
H 0.096 -2.014 -1.070
H -0.628 -0.839 -2.099
H -0.700 1.772 0.482
H 1.327 1.810 0.792
H 1.757 0.410 -0.239
H 1.284 0.040 1.347
*
```

---

(17)
The following is a quantum chemistry calculation of a cluster of 2 separate species, CH6N3S2 in total at a distorted geometry, from the OMol25 dataset.

As for the energy above the lowest of the compared OMol25 structures with the same formula, charge and spin: 0.310 eV. The value obtained for the total energy is -1001.88031 Ha. The LUMO energy (spin up / spin down) comes out at -3.262 / -7.115 eV. As for the expectation value of S²: 2.01. The strongest force on any atom is 3.06 eV Å⁻¹.

ORCA input file:
```
! wB97M-V def2-TZVPD RIJCOSX def2/J DEFGRID3
* xyz 1 3
C -0.365 0.345 0.490
N 0.318 1.448 0.554
N 0.566 -1.428 0.393
N -1.620 0.338 0.097
S 2.163 -1.202 0.006
S -2.386 -1.260 0.019
H 1.251 1.536 0.992
H -0.290 2.286 0.249
H 0.564 -1.854 1.282
H -2.368 1.025 0.188
H 2.135 -1.306 -1.262
H -3.641 -1.049 0.439
*
```

---

(18)
The following is a quantum chemistry calculation of the molecule CH6N4OS at a distorted geometry, from the OMol25 dataset.

As for the energy above the lowest of the compared OMol25 structures with the same formula, charge and spin: 2.481 eV. The value obtained for the total energy is -733.98499 Ha. The LUMO energy comes out at 0.741 eV. As for the SMILES: NN/C(=N/S)NO. The strongest force on any atom is 6.70 eV Å⁻¹.

ORCA input file:
```
! wB97M-V def2-TZVPD RIJCOSX def2/J DEFGRID3
* xyz 0 1
C -0.130 -0.223 -0.206
H -1.474 1.706 1.291
H -0.001 2.225 1.272
H -0.369 -0.634 1.631
H 0.508 0.157 -1.978
H 1.948 0.394 0.356
H -0.772 -3.399 -1.523
N -0.600 1.412 1.670
N 0.024 0.257 1.164
N 0.459 0.508 -1.042
N -0.791 -1.326 -0.319
O 1.641 1.098 -0.424
S -0.442 -2.176 -1.889
*
```

---

(19)
The following is a quantum chemistry calculation of the molecule CH6N6 at a distorted geometry, from the OMol25 dataset.

As for the energy above the lowest of the compared OMol25 structures with the same formula, charge and spin: 0.000 eV. The value obtained for the total energy is -370.17072 Ha. The LUMO energy comes out at 0.957 eV. As for the SMILES: [H]/N=C(/N)N(N)/N=N/[H]. The strongest force on any atom is 2.03 eV Å⁻¹.

ORCA input file:
```
! wB97M-V def2-TZVPD RIJCOSX def2/J DEFGRID3
* xyz 0 1
N -0.257 0.033 -0.121
C 1.089 -0.362 0.086
N -0.876 0.874 0.836
N 1.643 0.203 1.193
N -0.894 -0.445 -1.152
N -2.101 -0.075 -1.273
N 1.742 -1.114 -0.689
H -1.880 0.705 0.733
H -0.706 1.850 0.594
H 2.512 -0.213 1.487
H 0.995 0.487 1.913
H -2.493 -0.523 -2.101
H 1.225 -1.419 -1.506
*
```

---

(20)
The following is a quantum chemistry calculation of a cluster of 2 separate species, CH6NO in total at a distorted geometry, from the OMol25 dataset.

As for the energy above the lowest of the compared OMol25 structures with the same formula, charge and spin: 0.829 eV. The value obtained for the total energy is -171.63914 Ha. The LUMO energy comes out at 4.310 eV. The strongest force on any atom is 2.38 eV Å⁻¹.

ORCA input file:
```
! wB97M-V def2-TZVPD RIJCOSX def2/J DEFGRID3
* xyz -1 1
O -1.323 -1.498 1.344
H -0.481 -1.950 1.309
C 1.197 1.207 -0.708
N 0.027 0.362 -0.648
H 1.613 1.248 0.395
H 0.958 2.327 -0.981
H 1.846 0.695 -1.502
H -0.321 -0.136 -1.481
H -0.398 0.023 0.292
*
```